{"formula": "C4H5NO", "method": "wB97M-V/def2-TZVPD", "relative_energy_kj_mol": 509.1, "gap_ev": 9.701, "spin_multiplicity": 1, "elements": ["C", "C", "O", "C", "C", "N", "H", "H", "H", "H", "H"], "coordinates": [[-1.3324, -0.5291, 0.1212], [0.0797, 1.2125, -0.9152], [-0.3486, 0.4561, 0.5329], [1.0076, 0.4840, -0.0135], [1.5977, -0.7994, -0.3788], [2.1352, -1.7922, -0.6354], [-1.8406, -0.8688, 1.0209], [-2.0152, -0.0035, -0.5379], [-0.8919, -1.3792, -0.3984], [0.0634, 2.2438, -0.5364], [1.6323, 0.9972, 0.7186]], "forces_ev_per_a": [[-0.2378, -0.2743, 0.0311], [0.3187, 0.3191, 0.0780], [-0.3513, -0.0474, -0.1071], [0.0147, 0.0358, 0.0161], [0.4401, -0.9683, -0.2687], [-0.6518, 1.0540, 0.2534], [0.1429, 0.0274, 0.1219], [-0.0526, -0.2120, 0.0402], [0.1922, 0.1663, 0.0092], [0.1872, 0.0048, -0.1295], [-0.0023, -0.1053, -0.0447]], "mulliken_charge": [-0.585, -0.568, -0.142, 0.391, -0.010, -0.358, 0.233, 0.292, 0.312, 0.163, 0.272]}

---

{"formula": "C5H6O2", "method": "wB97M-V/def2-TZVPD", "relative_energy_kj_mol": 27.7, "gap_ev": [7.132, 9.025], "spin_multiplicity": 3, "elements": ["C", "C", "C", "C", "C", "O", "O", "H", "H", "H", "H", "H", "H"], "coordinates": [[2.9871, 0.4258, -0.2045], [2.0774, -0.5650, 0.1565], [0.7898, -0.2357, -0.0283], [0.2950, 1.1733, -0.0001], [-0.3192, -1.2507, -0.1403], [3.9636, 0.9491, -0.5049], [2.7924, -1.5452, 0.5325], [-0.3964, 1.2222, -0.8760], [1.2149, 1.8242, -0.1814], [-0.1310, 1.3741, 0.9836], [-0.8816, -1.2359, -1.0587], [-1.0529, -0.8721, 0.5743], [0.2857, -2.1875, -0.0827]], "forces_ev_per_a": [[0.2724, -0.5172, 0.5254], [5.5651, 0.2166, -0.3954], [-6.5263, -0.0886, -0.2869], [2.1354, -0.0637, -1.3463], [2.2160, 0.2286, 0.1214], [1.3043, 1.3555, -0.6293], [-1.6328, -0.8227, 0.3830], [0.2163, 0.6443, 0.9944], [-1.5672, -0.1588, 0.2800], [-0.3562, 0.3436, -0.1948], [0.1489, 0.1154, -0.8280], [-0.1002, -1.2134, 0.6919], [-1.6758, -0.0395, 0.6846]], "mulliken_charge": [0.347, 0.851, 0.121, -1.133, -1.197, -0.353, -0.561, 0.306, 0.322, 0.313, 0.345, 0.317, 0.322]}